Molecular formula: C21H21ClN4O5
Method: DFT, wB97M-V/def2-TZVPD

Calculated values
Frontier orbital gap, eV: 8.142
Multiplicity: 1
Net charge: 0
ΔE to the lowest compared entry with this formula, charge and spin, kJ/mol: 0.0

Geometry (Å):
O -3.7415 0.7668 -1.3972
O -3.1533 -3.2042 5.1057
O 0.5582 1.7545 -2.3519
Cl 5.6224 -0.0678 -4.9801
N 2.4289 0.1220 -0.0156
N 4.5622 1.9750 -0.4464
O -2.0645 -1.3609 5.8358
O 2.0352 1.2347 2.0750
C -3.2024 -0.2159 -0.9079
C -2.6515 -2.1171 4.8801
C -0.5668 1.3070 -2.1493
C 3.7993 1.9804 0.6681
C 2.7349 1.0722 0.8981
C -0.1941 1.1938 2.8494
C 0.8184 -0.8995 2.2243
C -1.3742 0.5276 3.1912
C -0.3614 -1.5730 2.5644
C 3.6373 -0.8964 -3.2987
C 4.6831 0.0078 -3.5111
C 0.9079 0.4972 2.3475
C -1.4693 -0.8622 3.0467
C 2.8843 -0.8409 -2.1188
C 4.9733 0.9714 -2.5403
C 3.1685 0.1153 -1.1417
C 4.2337 1.0397 -1.3578
N -1.4691 1.1861 -3.1294
N -1.9014 -0.2720 -0.6309
C -4.0131 -1.4544 -0.6072
C -2.7330 -1.5849 3.4502
C -1.2415 1.5856 -4.5159
C -0.9542 0.8492 -0.7348
H -2.1241 -1.8842 6.6492
H 4.0082 2.7210 1.4332
H -0.1240 2.2697 2.9728
H 1.6769 -1.4629 1.8728
H -2.2110 1.0971 3.5853
H -0.4020 -2.6545 2.4729
H 3.4117 -1.6393 -4.0580
H 2.0672 -1.5323 -1.9472
H 5.7800 1.6790 -2.6963
H -2.4024 0.8993 -2.8567
H -1.5448 -1.1249 -0.2314
H -3.9524 -1.6750 0.4561
H -3.6277 -2.2925 -1.1849
H -5.0513 -1.2709 -0.8819
H -3.5886 -0.9082 3.3820
H -2.9133 -2.4191 2.7664
H -0.9571 2.6390 -4.5495
H -2.1489 1.4399 -5.1029
H -0.4314 0.9926 -4.9434
H -1.3817 1.7114 -0.2228
H -0.0398 0.5775 -0.2171

Taken from the natural (NBO) analysis, the atomic charges in e are: -0.66 -0.59 -0.65 0.01 -0.44 -0.35 -0.67 -0.47 0.67 0.79 0.66 -0.01 0.46 -0.24 -0.26 -0.15 -0.17 -0.22 -0.04 0.27 -0.07 -0.17 -0.22 0.12 0.16 -0.61 -0.60 -0.71 -0.53 -0.41 -0.32 0.50 0.21 0.23 0.24 0.21 0.21 0.23 0.22 0.24 0.42 0.40 0.22 0.23 0.25 0.24 0.24 0.21 0.21 0.20 0.23 0.25



Molecular formula: C21H21CoN4PS2
Method: DFT, wB97M-V/def2-TZVPD

Calculated values
Frontier orbital gap (alpha / beta), eV: 5.842 / 6.215
Multiplicity: 4
Net charge: 0
ΔE to the lowest compared entry with this formula, charge and spin, kJ/mol: 69.1

Geometry (Å):
Co -1.6479 -0.2976 -0.9408
S -0.0494 -1.4966 -2.0599
C -0.5847 -3.0979 -1.6349
C 0.3081 -4.1604 -1.7867
C -0.0640 -5.4485 -1.4688
C -1.3574 -5.7092 -1.0256
C -2.2489 -4.6724 -0.8600
C -1.8736 -3.3548 -1.1302
S -3.0060 -2.0833 -0.7634
H 1.3049 -3.9439 -2.1436
H 0.6467 -6.2570 -1.5629
H -1.6583 -6.7228 -0.8052
H -3.2510 -4.8588 -0.5028
C -1.5942 -0.4236 2.5844
P -0.6434 -0.0318 1.0615
C -0.1081 1.6946 1.2370
C 0.7939 2.1840 0.2896
C 1.1243 3.5245 0.2693
C 0.5519 4.3952 1.1830
C -0.3474 3.9186 2.1205
C -0.6887 2.5778 2.1390
C 0.8570 -1.0231 1.3656
C 2.1247 -0.5056 1.6004
C 3.1984 -1.3640 1.7651
C 3.0221 -2.7331 1.6745
C 1.7596 -3.2525 1.4384
C 0.6813 -2.4031 1.2944
H -1.0733 -0.0760 3.4763
H -1.7009 -1.5083 2.6272
H -2.5901 0.0147 2.5203
H 1.2213 1.5014 -0.4363
H 1.8169 3.9016 -0.4680
H 0.8062 5.4445 1.1659
H -0.7915 4.5978 2.8337
H -1.4153 2.2216 2.8529
H 2.2790 0.5635 1.6567
H 4.1810 -0.9540 1.9551
H 3.8695 -3.3942 1.7828
H 1.6106 -4.3171 1.3475
H -0.3061 -2.8054 1.1002
N 0.5214 3.6903 -3.1504
C -0.5270 4.3180 -2.5589
N -0.5388 5.6729 -2.5739
N -1.5120 3.7020 -1.9832
C -1.7135 2.4421 -1.9031
N -2.0594 1.3377 -1.7643
H 1.1304 4.2005 -3.7670
H 0.4552 2.6951 -3.2963
H 0.3192 6.1679 -2.7472
H -1.2344 6.1278 -2.0092

Taken from the natural (NBO) analysis, the atomic charges in e are: 1.04 -0.41 -0.19 -0.25 -0.19 -0.26 -0.22 -0.21 -0.38 0.21 0.20 0.20 0.21 -0.93 0.84 -0.36 -0.23 -0.21 -0.22 -0.22 -0.14 -0.24 -0.23 -0.21 -0.20 -0.19 -0.22 0.23 0.26 0.24 0.23 0.21 0.21 0.22 0.21 0.21 0.21 0.21 0.22 0.23 -0.80 0.67 -0.78 -0.62 0.56 -0.60 0.41 0.42 0.40 0.42



Molecular formula: C21H21F10GdN3O2PS2
Method: DFT, wB97M-V/def2-TZVPD

Calculated values
Frontier orbital gap (alpha / beta), eV: 7.217 / 4.315
Multiplicity: 7
Net charge: -1
ΔE to the lowest compared entry with this formula, charge and spin, kJ/mol: 0.0

Geometry (Å):
Gd 0.0571 -1.0233 -0.1475
C 0.3190 2.2893 1.2633
N 0.1143 1.7227 -0.0646
C 1.2387 2.0529 -0.9462
C 2.5228 1.3761 -0.4976
N 2.2768 -0.0498 -0.4145
C 3.3354 -0.8583 -0.1849
C 3.1575 -2.2457 -0.4119
F 1.9538 -2.6430 -0.9188
C 4.0896 -3.2240 -0.1762
F 3.8079 -4.5054 -0.4262
C 5.3444 -2.8695 0.3044
F 6.2848 -3.8043 0.5401
C 5.5959 -1.5297 0.5272
F 6.7918 -1.1528 1.0052
C 4.6315 -0.5628 0.2929
F 4.9782 0.7081 0.6121
C -1.1599 2.1910 -0.6266
C -2.3376 1.3954 -0.0841
N -2.1186 0.0124 -0.4402
C -3.1441 -0.8578 -0.3439
C -4.3725 -0.7416 0.3449
F -4.6789 0.3949 1.0152
C -5.2953 -1.7693 0.4245
F -6.4336 -1.5754 1.1094
C -5.0600 -2.9955 -0.1694
F -5.9629 -3.9931 -0.0855
C -3.8706 -3.1660 -0.8635
F -3.6020 -4.3377 -1.4506
C -2.9811 -2.1230 -0.9551
F -1.8243 -2.3525 -1.6394
H 0.4971 3.3765 1.2016
H 1.1653 1.8202 1.7594
H -0.5606 2.1218 1.8809
H 1.3741 3.1465 -1.0016
H 0.9808 1.6909 -1.9449
H 2.8631 1.8225 0.4449
H 3.3028 1.6243 -1.2315
H -1.1203 2.0303 -1.7061
H -1.2818 3.2714 -0.4464
H -3.2516 1.8109 -0.5304
H -2.4380 1.5604 0.9988
C -2.7980 -4.4278 3.9511
C -2.1836 -3.0520 4.0556
O -0.7515 -3.1603 4.0001
P 0.0004 -2.5801 2.6969
S -0.2942 -0.6023 2.6527
S -0.5336 -3.5765 1.0830
O 1.5095 -2.9569 3.0599
C 2.1946 -2.2680 4.1243
C 3.3640 -1.5116 3.5408
H -3.8846 -4.3559 4.0261
H -2.4420 -5.0779 4.7509
H -2.5472 -4.8779 2.9914
H -2.4254 -2.5619 5.0003
H -2.5376 -2.4045 3.2494
H 2.5039 -3.0369 4.8335
H 1.5047 -1.5883 4.6282
H 4.0331 -2.1799 2.9981
H 3.9355 -1.0202 4.3315
H 3.0046 -0.7453 2.8524

Taken from the Mulliken analysis, the atomic charges in e are: -0.22 -1.49 1.29 -1.32 -0.86 0.12 -0.59 0.39 -0.31 0.02 -0.33 0.81 -0.36 -0.08 -0.35 1.09 -0.40 -1.41 -0.54 -0.01 -0.25 0.91 -0.37 -0.08 -0.34 0.74 -0.35 0.08 -0.34 0.18 -0.29 0.25 0.17 0.43 0.37 0.31 0.43 0.51 0.31 0.40 0.48 0.32 -1.10 -0.10 -0.43 1.33 -0.45 -0.56 -0.47 -0.52 -0.54 0.39 0.30 0.22 0.31 0.09 0.35 0.39 0.12 0.45 -0.12



Molecular formula: C21H21F3HgN2OSSi
Method: DFT, wB97M-V/def2-TZVPD

Calculated values
Frontier orbital gap (alpha / beta), eV: 6.849 / 5.241
Multiplicity: 2
Net charge: -1
ΔE to the lowest compared entry with this formula, charge and spin, kJ/mol: 0.0

Geometry (Å):
Hg -0.8761 -2.1621 -0.5890
C 4.8200 -0.7718 -1.3042
Si 3.0659 -0.0853 -1.3133
C 2.0900 -0.9689 -2.6290
C 3.0881 1.7563 -1.6746
N 2.2968 -0.4030 0.2158
C 2.4656 0.1803 1.3784
C 3.5662 1.0339 1.7197
C 3.7000 1.5970 2.9616
C 2.7284 1.3603 3.9411
C 1.6297 0.5594 3.6678
C 1.4853 -0.0243 2.4201
O 0.4489 -0.8265 2.1038
C -0.7754 -0.6426 2.7149
C -1.4501 -1.7795 3.1238
C -2.7233 -1.6532 3.6633
C -3.3077 -0.4028 3.7913
C -2.6176 0.7267 3.3671
C -1.3501 0.6165 2.8207
H 5.2501 -0.6970 -2.3069
H 4.8156 -1.8264 -1.0202
H 5.4796 -0.2417 -0.6139
H 2.5350 -0.8134 -3.6161
H 1.0695 -0.5785 -2.6387
H 2.0366 -2.0411 -2.4336
H 3.4633 1.9596 -2.6810
H 3.7103 2.3042 -0.9648
H 2.0723 2.1517 -1.6007
H 4.3148 1.2076 0.9577
H 4.5509 2.2280 3.1852
H 2.8287 1.8059 4.9226
H 0.8735 0.3931 4.4232
H -0.9807 -2.7451 2.9918
H -3.2612 -2.5407 3.9731
H -4.3061 -0.3064 4.1988
H -3.0827 1.7023 3.4269
H -0.8255 1.4794 2.4320
F -3.0242 4.8141 0.9654
C -2.1763 3.8604 0.4778
F -1.1512 3.8264 1.3550
F -1.6975 4.3674 -0.6687
C -2.8743 2.5409 0.3268
C -4.2079 2.4611 0.6818
C -4.8790 1.2520 0.5914
C -4.1426 0.1652 0.1412
N -2.8742 0.2156 -0.2186
C -2.1849 1.3853 -0.1530
S -0.5375 1.3857 -0.6087
H -4.7207 3.3452 1.0362
H -5.9199 1.1533 0.8667
H -4.6085 -0.8156 0.0681

Taken from the natural (NBO) analysis, the atomic charges in e are: 0.00 -1.12 1.77 -1.14 -1.13 -0.74 0.08 -0.19 -0.25 -0.18 -0.32 0.43 -0.49 0.37 -0.27 -0.21 -0.24 -0.19 -0.29 0.23 0.23 0.22 0.22 0.27 0.24 0.23 0.22 0.27 0.20 0.21 0.20 0.23 0.23 0.20 0.20 0.22 0.26 -0.36 0.99 -0.33 -0.32 -0.28 -0.14 -0.36 0.07 -0.51 0.09 -0.42 0.22 0.20 0.18



Molecular formula: C21H21F6O21S
Method: DFT, wB97M-V/def2-TZVPD

Calculated values
Frontier orbital gap, eV: 7.086
Multiplicity: 1
Net charge: -1

Geometry (Å):
C 1.3864 1.6333 -3.8400
C 0.2799 2.3474 -4.0087
C -1.1777 3.0655 -4.1183
S -2.4829 1.6988 -4.0018
O -1.9794 0.5917 -4.9337
O -2.5424 1.1739 -2.5578
O -3.9540 2.2080 -4.5757
H 2.1802 0.8253 -4.0844
H -1.3258 3.5585 -5.1617
H -1.3035 3.8486 -3.2629
C -2.5668 2.4782 0.4785
C -1.6551 3.0423 1.5174
O -0.6140 3.6186 0.7598
C -1.1904 3.9829 -0.4215
O -0.6906 4.7413 -1.2095
O -2.4044 3.3891 -0.5960
F -1.1298 2.0580 2.2889
H -2.2700 1.4766 0.1528
H -3.6060 2.4446 0.8108
H -2.1137 3.8064 2.1532
C -1.7129 -2.4772 -4.1042
C -1.8630 -3.6244 -5.0479
O -0.9975 -4.6038 -4.5080
C -0.9734 -4.3617 -3.1677
O -0.5668 -5.1435 -2.3461
O -1.4711 -3.1321 -2.8666
F -1.4226 -3.2970 -6.2852
H -0.8608 -1.8367 -4.3484
H -2.6109 -1.8593 -4.0527
H -2.8791 -4.0258 -5.1102
C -0.1594 -5.7782 0.8622
C 1.3175 -5.8899 1.0445
O 1.4426 -6.6770 2.2111
C 0.3334 -7.4707 2.2303
O 0.2181 -8.4516 2.9149
O -0.6254 -7.0190 1.3724
F 1.8696 -4.6763 1.2835
H -0.5964 -4.9601 1.4430
H -0.4411 -5.6537 -0.1853
H 1.8375 -6.3772 0.2143
C 0.2019 -2.5353 4.2577
C -0.5648 -1.9385 3.1229
O -1.7200 -2.7494 3.0472
C -1.9294 -3.1935 4.3192
O -2.9570 -3.6819 4.7018
O -0.8305 -3.0085 5.1072
F 0.1195 -2.0568 1.9623
H 0.8306 -3.3754 3.9471
H 0.8260 -1.8009 4.7702
H -0.8573 -0.8954 3.2774
C 0.3121 6.3847 4.4240
C -0.6130 7.4306 4.9560
O -1.8798 7.0068 4.4988
C -1.7940 5.6499 4.4081
O -2.7469 4.9173 4.3144
O -0.4996 5.2214 4.4443
F -0.3425 8.6402 4.4118
H 0.6319 6.5864 3.3973
H 1.1982 6.2558 5.0483
H -0.6233 7.5087 6.0475
C 6.0083 0.4207 -1.5195
C 5.1354 -0.3975 -2.4151
O 4.0427 0.4574 -2.6739
C 4.5465 1.7226 -2.5928
O 3.9904 2.6983 -3.0120
O 5.7682 1.7399 -1.9810
F 4.6772 -1.4978 -1.7729
H 5.7203 0.3462 -0.4666
H 7.0638 0.1582 -1.6138
H 5.6067 -0.6880 -3.3591

Taken from the natural (NBO) analysis, the atomic charges in e are: -0.32 0.01 -0.70 2.19 -1.02 -1.00 -0.97 0.26 0.26 0.28 -0.13 0.43 -0.50 0.97 -0.58 -0.45 -0.34 0.23 0.21 0.16 -0.14 0.44 -0.49 0.98 -0.62 -0.47 -0.32 0.23 0.25 0.15 -0.15 0.44 -0.50 0.96 -0.57 -0.47 -0.33 0.20 0.26 0.16 -0.13 0.44 -0.48 0.96 -0.56 -0.48 -0.32 0.21 0.21 0.16 -0.13 0.44 -0.48 0.96 -0.56 -0.47 -0.32 0.21 0.21 0.15 -0.13 0.44 -0.48 0.95 -0.52 -0.48 -0.32 0.20 0.20 0.15



Molecular formula: C21H21FN2O2
Method: DFT, wB97M-V/def2-TZVPD

Calculated values
Frontier orbital gap, eV: 7.853
Multiplicity: 1
Net charge: 0
ΔE to the lowest compared entry with this formula, charge and spin, kJ/mol: 0.0

Geometry (Å):
O 0.2724 4.1348 4.2840
F 2.1655 -0.6100 -6.3701
O -2.3699 1.6209 4.6793
C -0.4232 3.1517 4.0021
C -3.2916 1.5848 5.7074
C -3.0066 2.5908 6.6035
C -1.9262 3.3563 6.0499
C -1.5292 2.7309 4.8866
C 2.3934 -0.5113 -0.5048
C 1.5365 -0.2472 -1.5539
C 3.9929 -0.7607 -4.8474
C 1.7665 -0.3054 -4.0498
C 4.5148 -0.7791 -3.5386
C 2.6125 -0.5639 -5.0764
C 2.2638 -0.3643 -2.7727
C 3.5757 -0.6540 -2.4737
N 3.6404 -0.6669 -1.0688
N -0.2002 0.4652 0.0403
C 0.1057 2.2322 2.9090
C 1.9175 -0.5448 0.9053
C 0.0738 1.8803 0.3150
C 0.0202 -0.1158 -1.3039
C -0.6588 2.3603 1.5664
C -0.5464 -1.5460 -1.0459
C -0.2749 -1.8673 0.4158
C 0.3579 -0.5505 0.9569
H -4.0807 0.8219 5.8965
H -3.4934 2.7399 7.5413
H -1.4072 4.2078 6.4416
H 4.6428 -0.9047 -5.6785
H 0.7490 -0.0064 -4.2381
H 5.6056 -0.9139 -3.3899
H 4.4954 -0.8201 -0.5532
H 0.0829 1.2214 3.2954
H 1.1309 2.4780 2.7199
H 2.2820 -1.4395 1.4586
H 2.3775 0.3192 1.3828
H -0.3126 2.4520 -0.4827
H 1.1622 2.0411 0.3559
H -0.4570 0.4486 -2.1034
H -1.6079 1.8172 1.5990
H -0.8369 3.4379 1.3867
H -0.0221 -2.3009 -1.6522
H -1.5971 -1.5731 -1.2421
H 0.3941 -2.7254 0.4939
H -1.2197 -2.0295 0.9240
H 0.0010 -0.4213 2.0001

Taken from the natural (NBO) analysis, the atomic charges in e are: -0.54 -0.33 -0.41 0.54 0.12 -0.32 -0.20 0.13 0.17 -0.14 -0.29 -0.28 -0.22 0.37 -0.02 0.11 -0.53 -0.46 -0.49 -0.46 -0.20 -0.04 -0.40 -0.40 -0.41 -0.03 0.22 0.23 0.25 0.23 0.22 0.22 0.41 0.21 0.23 0.22 0.22 0.21 0.17 0.21 0.22 0.21 0.21 0.21 0.21 0.22 0.21



Record order is preserved below.
Molar mass: 444.9; 483.5; 789.8; 635.1; 755.4; 352.4 g/mol